#1
Density functional theory data (ωB97M-V with the def2-TZVPD basis set) for a 4-piece molecular cluster, C4H17NO3 overall.

Structure (XYZ):
```
25
Properties=species:S:1:pos:R:3:lowdin_charge:R:1
C -1.35566 1.84585 -2.12998 -0.091
C -1.62299 0.62401 -1.26421 -0.284
N -0.44971 0.01913 -0.62261 -0.287
C -0.76066 -0.99403 0.40127 -0.078
C 0.59444 -0.36026 -1.54853 -0.126
H -0.88304 2.63866 -1.53933 0.075
H -0.67607 1.63498 -2.94333 0.061
H -2.30446 2.26406 -2.41096 0.064
H -2.21937 -0.14815 -1.77224 0.108
H -2.29029 0.87692 -0.36787 0.127
H -0.18351 -1.88611 0.21989 0.039
H -1.80981 -1.17484 0.63193 0.083
H -0.29132 -0.53042 1.28075 0.074
H 0.38566 -0.85882 -2.51951 0.088
H 1.13155 0.51625 -1.95484 0.077
H 1.32544 -0.96338 -1.00608 0.066
O 1.61095 -3.45558 -0.01139 -0.059
H 1.27332 -4.23138 -0.47377 0.046
H 1.23187 -3.52440 0.86891 0.035
O 0.82587 0.40484 4.56402 -0.066
H 0.56976 1.19682 4.07164 0.023
H 1.65349 0.17306 4.12962 0.025
O 1.54945 2.26662 1.58739 -0.049
H 2.04630 1.45628 1.54016 0.024
H 0.64877 2.20991 1.26907 0.024
```

## Properties
SMILES = CCN(C)C.O.O.O

---

#2
Density functional theory data (ωB97M-V with the def2-TZVPD basis set) for a 4-piece molecular cluster, C4H17NO3 overall.

Structure (XYZ):
```
25
Properties=species:S:1:pos:R:3:lowdin_charge:R:1
C -2.36182 -0.50365 -0.73158 -0.086
C -1.01264 -1.06754 -1.25992 -0.222
N -0.04494 0.10841 -1.25988 -0.154
C 1.39762 -0.20337 -1.33009 -0.261
C 2.09540 1.09335 -0.78841 -0.098
H -2.84326 -1.07918 0.08099 0.076
H -3.16922 -0.53333 -1.46980 0.062
H -2.38517 0.48862 -0.31822 0.044
H -0.51482 -1.81187 -0.61605 0.089
H -1.02616 -1.52650 -2.27181 0.108
H -0.32441 0.70914 -2.12550 0.158
H 1.52233 -1.00507 -0.60031 0.093
H 1.80061 -0.42265 -2.30578 0.096
H 3.03378 1.20694 -1.40545 0.076
H 1.51933 1.98780 -1.09594 0.064
H 2.24664 1.04816 0.29162 0.065
O 0.65595 -2.14668 1.65987 -0.078
H 1.07789 -2.46279 2.46285 0.032
H 0.10543 -1.40937 1.98553 0.003
O -0.74727 1.94148 0.89558 -0.081
H -0.59116 1.21537 0.24985 0.004
H 0.09551 2.41313 0.95976 0.052
O -0.22651 0.30015 2.98308 -0.074
H 0.16559 0.72818 3.74000 0.037
H -0.46871 0.93127 2.26960 -0.006
```

## Properties
SMILES = CCNCC.O.O.O

---

Short version: #1 is the least stable of them.

---

#1
Density functional theory data (ωB97M-V with the def2-TZVPD basis set) for an isolated ion of composition C5H14N3 and charge +1.

Structure (XYZ):
```
22
Properties=species:S:1:pos:R:3:lowdin_charge:R:1
C 2.81092 -0.94167 0.17406 0.005
C 1.59181 -0.14424 -0.00595 -0.448
N 1.87727 1.17307 -0.16120 0.171
N 0.43751 -0.66301 0.11263 0.121
N -0.92246 -0.16388 -0.01761 -0.362
C -1.15176 0.78703 -1.05667 -0.059
C -1.24989 0.60918 1.30327 0.059
C -1.80049 -1.39170 -0.24767 0.016
H 3.43296 -1.29078 -0.74872 0.147
H 3.45153 -0.33890 0.82861 0.104
H 2.43648 -1.81916 0.53237 0.049
H 2.78759 1.46645 -0.34359 0.097
H 1.17998 1.84978 -0.34672 0.079
H -0.16978 1.15581 -1.54618 0.123
H -1.48093 0.10268 -1.93948 0.134
H -1.83908 1.60276 -1.08508 0.101
H -1.42183 -0.07513 2.11547 0.095
H -0.34572 1.27931 1.45124 0.124
H -2.21821 1.10058 1.14044 0.105
H -1.43585 -2.06143 0.50935 0.088
H -2.87704 -1.24419 -0.29431 0.114
H -1.41125 -1.97510 -1.15834 0.138
```

## Properties
SMILES = C/C(N)=N/[N+](C)(C)C
charge = +1

---

#2
Density functional theory data (ωB97M-V with the def2-TZVPD basis set) for an isolated ion of composition C5H14N3 and charge +1.

Structure (XYZ):
```
22
Properties=species:S:1:pos:R:3:lowdin_charge:R:1
N 1.42839 -0.33152 0.81467 -0.012
C 1.09572 0.90430 1.56890 -0.247
C 0.32348 1.94672 0.71247 -0.186
C -0.11094 1.42902 -0.64286 -0.201
C -1.07922 0.25784 -0.54112 -0.160
N -0.82473 -0.75706 -1.57012 0.088
C -0.75065 -2.02388 -1.32605 -0.145
N -1.07662 -2.63924 -0.21060 0.197
H 1.90670 -0.93825 1.48634 0.081
H 2.21968 -0.06706 0.21475 0.086
H 1.97207 1.40708 1.93974 0.103
H 0.47476 0.66591 2.42344 0.106
H -0.54857 2.24855 1.29295 0.113
H 0.88065 2.87470 0.59557 0.114
H 0.77222 1.19891 -1.25112 0.114
H -0.57771 2.22149 -1.23377 0.120
H -1.01014 -0.19089 0.44092 0.093
H -2.11087 0.60715 -0.62454 0.140
H -0.51177 -0.38758 -2.45923 0.172
H -0.54076 -2.66121 -2.17151 0.164
H -0.82005 -3.61608 -0.12917 0.140
H -1.11164 -2.14890 0.67032 0.120
```

## Properties
SMILES = NCCCCNC=[NH2+]
charge = +1

---

Short version: #1 is the least stable of them.

---

#1
Density functional theory data (ωB97M-V with the def2-TZVPD basis set) for a 2-piece molecular cluster, CH6N2 overall.

Structure (XYZ):
```
9
Properties=species:S:1:pos:R:3:lowdin_charge:R:1
C 1.07093 -1.49289 -0.12635 -0.175
N 1.06656 -0.38296 -0.69308 0.024
H 1.69605 -2.33674 -0.41673 0.050
H 0.62238 -1.75818 0.85580 0.058
H 0.73168 0.45845 -0.23366 0.019
N -1.58133 1.57026 0.54072 0.009
H -2.02492 1.58126 -0.36477 0.009
H -2.15700 2.03551 1.23178 0.007
H -1.47700 0.62508 0.88614 -0.003
```

## Properties
SMILES = C=N.N

---

#2
Density functional theory data (ωB97M-V with the def2-TZVPD basis set) for a 2-piece molecular cluster, CH6N2 overall.

Structure (XYZ):
```
9
Properties=species:S:1:pos:R:3:lowdin_charge:R:1
C 1.18552 -0.71443 1.05711 -0.154
N 1.40003 -1.57392 0.15825 0.011
H 1.87128 0.11527 1.19941 0.053
H 0.40990 -0.84698 1.80930 0.058
H 0.63763 -2.24355 0.07730 0.033
N -2.06455 1.84573 -1.00451 0.013
H -2.01222 2.56921 -1.69775 -0.001
H -1.31361 1.88426 -0.33640 -0.009
H -2.19116 0.90620 -1.33572 -0.003
```

## Properties
SMILES = C=N.N

---

Short version: #1 is the least stable of them.

---

#1
Density functional theory data (ωB97M-V with the def2-TZVPD basis set) for C20H23N3O2 in the gas phase.

Structure (XYZ):
```
48
Properties=species:S:1:pos:R:3:lowdin_charge:R:1
C -7.55616 -2.79067 1.56711 -0.115
C -7.79527 -2.51906 0.08646 -0.273
C -7.25179 -1.16538 -0.37233 -0.231
C -5.72823 -1.08292 -0.32870 -0.199
C -5.22660 0.24470 -0.89909 -0.188
N -3.78894 0.34788 -0.82436 0.059
C -3.15634 1.24317 -0.02675 -0.461
O -3.75144 2.08087 0.62193 0.067
C -1.66634 1.13645 -0.03411 -0.140
C -1.02445 -0.11050 -0.08545 -0.040
C 0.34999 -0.22232 -0.06888 -0.007
C 1.08298 0.95385 -0.01807 -0.148
C 0.44879 2.21851 0.06754 -0.216
C -0.93541 2.30939 0.06631 0.065
N 1.40430 3.19999 0.15824 0.127
C 2.53799 2.57884 0.14293 -0.125
N 2.43258 1.21743 0.03382 0.027
C 3.49348 0.30231 -0.02828 -0.204
C 4.58352 0.44187 0.82002 -0.006
C 5.64064 -0.44876 0.76242 -0.012
C 5.61717 -1.50151 -0.14711 -0.277
O 6.59245 -2.43658 -0.28477 -0.081
C 7.72666 -2.35812 0.54543 -0.086
C 4.52088 -1.63497 -1.00297 0.009
C 3.47386 -0.74294 -0.94933 -0.008
H -7.96855 -1.98609 2.17168 0.074
H -6.49464 -2.87459 1.78403 0.063
H -8.03566 -3.72143 1.86186 0.067
H -7.33628 -3.31302 -0.50759 0.104
H -8.87027 -2.54336 -0.10656 0.102
H -7.67137 -0.37671 0.25522 0.116
H -7.58350 -0.98351 -1.39790 0.110
H -5.37767 -1.17092 0.70029 0.112
H -5.30263 -1.90935 -0.90532 0.116
H -5.54829 0.35178 -1.94132 0.125
H -5.62506 1.07984 -0.31848 0.123
H -3.24573 -0.30977 -1.35941 0.130
H -1.61692 -1.01434 -0.09837 0.108
H 0.83095 -1.18892 -0.07671 0.107
H -1.43717 3.25969 0.14597 0.128
H 3.49254 3.06755 0.18506 0.131
H 4.60233 1.24728 1.53891 0.117
H 6.47136 -0.31319 1.43618 0.105
H 8.35916 -3.19639 0.25829 0.094
H 7.45839 -2.45350 1.60237 0.096
H 8.27416 -1.42300 0.39065 0.096
H 4.52037 -2.44895 -1.71004 0.121
H 2.64364 -0.84040 -1.63163 0.118
```

## Properties
SMILES = CCCCCNC(=O)c1ccc2c(c1)ncn2-c1ccc(OC)cc1

---

#2
Density functional theory data (ωB97M-V with the def2-TZVPD basis set) for C20H23N3O2 as an isolated structure.

Structure (XYZ):
```
48
Properties=species:S:1:pos:R:3:lowdin_charge:R:1
C -6.77000 -2.87176 0.11719 0.036
C -5.87487 -1.67856 -0.43843 -0.418
O -6.09657 -0.98972 -1.49022 0.016
N -4.97539 -1.37018 0.41915 0.123
C -4.07444 -0.48222 0.21837 -0.200
C -4.12169 0.52814 -0.62444 -0.021
C -3.20711 1.48733 -0.50966 -0.058
C -2.18390 1.73707 0.21540 -0.249
C -2.26171 0.82220 1.29116 -0.026
C -3.12783 -0.23950 1.39490 0.078
H -3.25743 -0.69348 2.24731 0.049
H -1.61720 0.96038 2.10641 0.078
C -1.15559 2.63600 0.13287 -0.201
O -1.42622 3.94078 -0.28369 -0.026
C 0.20754 2.58338 0.69679 -0.272
N 0.95875 1.86955 -0.03896 -0.164
C 2.47432 2.08038 -0.03227 -0.093
C 3.12615 1.53856 -1.18620 -0.342
N 3.12201 0.26198 -1.32603 -0.074
C 3.87836 -0.60499 -0.44933 -0.311
C 4.90519 -0.14150 0.11869 -0.072
C 5.74598 -0.87804 0.98014 -0.048
C 5.76150 -2.23238 0.75295 -0.161
C 4.68054 -2.82289 0.10010 -0.004
C 3.83236 -1.87476 -0.94061 0.068
H 3.15306 -2.46531 -1.32797 0.023
H 4.66785 -4.12781 -0.20063 0.166
H 6.51589 -2.83431 1.15172 0.076
H 6.57692 -0.57665 1.53056 0.089
H 5.09484 0.88802 0.42152 0.126
C 1.62211 -0.06863 -1.35434 -0.104
C 0.83086 0.43675 -0.25520 -0.175
H -0.16862 0.26383 -0.18892 0.073
H 1.22592 -0.09259 0.79613 0.189
H 1.43309 -1.32352 -1.26941 0.190
H 1.23668 0.40923 -2.20241 0.111
H 4.24460 1.87252 -1.45310 0.195
H 2.70043 1.97933 -1.92379 0.072
H 2.52367 3.37202 -0.13107 0.199
H 2.77101 2.02529 0.96011 0.091
H 0.73137 3.51281 1.14324 0.151
H 0.05060 2.14084 2.02764 0.176
H -3.18759 2.29436 -1.44759 0.196
H -4.83564 0.40073 -1.44642 0.121
H -5.05138 -1.85742 1.19726 0.109
H -7.13411 -2.72772 0.97949 -0.023
H -7.50833 -3.20505 -0.65695 0.094
H -6.03600 -3.88245 0.17855 0.153
```

---

Short version: #2 is the least stable of them.

---

#1
Density functional theory data (ωB97M-V with the def2-TZVPD basis set) for C21H26N2O3 in the gas phase.

Structure (XYZ):
```
52
Properties=species:S:1:pos:R:3:lowdin_charge:R:1
C 1.05668 2.98353 -0.28336 -0.044
C -0.24444 2.33664 0.08373 -0.293
C -1.38032 2.50220 -0.68937 -0.048
C -2.58311 1.89984 -0.35193 -0.024
C -2.66322 1.10481 0.78288 -0.275
O -3.77284 0.44779 1.22715 -0.048
C -4.97671 0.48962 0.50037 -0.188
C -4.98191 -0.39326 -0.75381 -0.165
C -4.60769 -1.84307 -0.43618 -0.094
C -3.19354 -2.00605 0.11777 -0.480
O -2.96940 -2.54840 1.17485 0.076
N -2.24004 -1.53756 -0.73514 0.139
C -0.86626 -1.37955 -0.52068 -0.233
C -0.12641 -0.71085 -1.48855 -0.025
C 1.22492 -0.48491 -1.32076 -0.032
C 1.88417 -0.92431 -0.17288 -0.239
N 3.25511 -0.75040 0.02557 -0.105
C 3.70622 -0.18206 1.28206 -0.143
C 5.16349 -0.58253 1.51421 -0.192
O 5.98216 -0.14255 0.45524 -0.131
C 5.53748 -0.68110 -0.76660 -0.194
C 4.08537 -0.29337 -1.06776 -0.158
C 1.13521 -1.62169 0.77936 -0.014
C -0.21373 -1.84694 0.61571 -0.013
C -1.52427 0.94210 1.57384 0.001
C -0.33943 1.54998 1.22804 -0.041
H 1.84590 2.23498 -0.33185 0.055
H 1.34008 3.72098 0.46740 0.083
H 0.98743 3.48160 -1.24719 0.076
H -1.33687 3.11396 -1.57989 0.110
H -3.44400 2.07063 -0.98102 0.103
H -5.72472 0.11551 1.20561 0.134
H -5.23807 1.52267 0.23306 0.125
H -5.98873 -0.36585 -1.17647 0.118
H -4.30005 0.02119 -1.49926 0.093
H -4.69351 -2.44796 -1.34279 0.122
H -5.29283 -2.24490 0.31123 0.124
H -2.56099 -1.13583 -1.60471 0.135
H -0.61620 -0.34312 -2.38026 0.115
H 1.75478 0.05652 -2.08860 0.104
H 3.08721 -0.53990 2.10246 0.115
H 3.64587 0.91979 1.24956 0.128
H 5.55505 -0.11523 2.41924 0.126
H 5.22926 -1.67721 1.60733 0.129
H 6.20625 -0.29002 -1.53526 0.125
H 5.61387 -1.77895 -0.73919 0.128
H 3.77660 -0.78641 -1.99017 0.125
H 4.02663 0.80048 -1.20050 0.129
H 1.62198 -2.00898 1.66127 0.111
H -0.77207 -2.38161 1.36502 0.105
H -1.60270 0.32114 2.45135 0.128
H 0.53237 1.40860 1.84987 0.116
```

## Properties
SMILES = Cc1ccc(OCCCC(=O)Nc2ccc(N3CCOCC3)cc2)cc1

---

#2
Density functional theory data (ωB97M-V with the def2-TZVPD basis set) for C21H26N2O3 in the gas phase.

Structure (XYZ):
```
52
Properties=species:S:1:pos:R:3:lowdin_charge:R:1
N -3.11083 -3.98223 -0.16918 0.164
C -3.46918 -2.77031 -0.66466 -0.526
O -2.91899 -2.29887 -1.63240 0.069
C -4.59840 -2.10968 0.12116 -0.248
C -5.20280 -0.91559 -0.62162 -0.125
C -4.24710 0.27405 -0.65120 -0.181
N -3.86351 0.63344 0.70446 -0.163
C -3.21992 1.91948 0.80462 -0.136
C -1.93244 2.10818 -0.02678 -0.346
O -2.29484 2.62119 -1.28830 -0.014
C -0.95650 3.07619 0.66230 -0.144
O 0.23389 3.22104 -0.08346 -0.044
C 1.20694 2.26601 0.00023 -0.260
C 2.32602 2.48506 -0.80503 0.005
C 3.38131 1.60097 -0.79622 -0.023
C 3.36178 0.47102 0.02115 -0.192
C 4.49214 -0.46820 0.03848 -0.189
C 5.13636 -0.82776 -1.14334 -0.037
C 6.20104 -1.70922 -1.12548 -0.085
C 6.64386 -2.24339 0.07301 -0.096
C 6.01230 -1.89204 1.25424 -0.086
C 4.94458 -1.01419 1.23772 -0.038
C 2.24353 0.26133 0.82001 -0.021
C 1.17341 1.13827 0.81231 -0.011
C -3.14570 -0.45544 1.33407 -0.188
C -4.09454 -1.64122 1.49274 -0.135
H -3.58965 -4.41456 0.59957 0.099
H -2.37846 -4.49552 -0.63078 0.110
H -5.37506 -2.87040 0.26726 0.143
H -5.44305 -1.20251 -1.64590 0.120
H -6.12290 -0.62136 -0.11333 0.119
H -4.74374 1.13470 -1.10205 0.127
H -3.37720 0.01943 -1.27066 0.117
H -3.93198 2.67643 0.46509 0.134
H -3.00021 2.09966 1.86098 0.123
H -1.42843 1.13715 -0.15709 0.138
H -1.48752 2.88283 -1.74880 0.099
H -1.40231 4.07498 0.67806 0.144
H -0.74654 2.76494 1.69110 0.126
H 2.34332 3.36648 -1.42704 0.119
H 4.24454 1.79828 -1.41425 0.115
H 4.78514 -0.42748 -2.08327 0.111
H 6.68745 -1.98239 -2.05082 0.102
H 7.47742 -2.93008 0.08649 0.099
H 6.35564 -2.30249 2.19305 0.101
H 4.46752 -0.73038 2.16472 0.111
H 2.19339 -0.61760 1.44612 0.115
H 0.32336 0.92560 1.44220 0.104
H -2.80527 -0.12586 2.32029 0.124
H -2.26392 -0.77737 0.75203 0.124
H -3.58623 -2.45086 2.02058 0.107
H -4.95060 -1.32070 2.08889 0.121
```

## Properties
SMILES = NC(=O)C1CCN(C[C@@H](O)COc2ccc(-c3ccccc3)cc2)CC1

---

Short version: #1 is the least stable of them.

---

#1
Density functional theory data (ωB97M-V with the def2-TZVPD basis set) for a 5-piece molecular cluster, H10O4S overall.

Structure (XYZ):
```
15
Properties=species:S:1:pos:R:3:lowdin_charge:R:1
O -0.91136 -0.22762 -0.80316 -0.072
H -1.09808 0.26768 -1.62408 0.065
H -1.33346 -1.06598 -1.06771 0.012
O 1.49670 -0.22916 1.06984 -0.076
H 1.10734 0.00468 1.91821 0.050
H 0.72102 -0.16142 0.47554 0.003
O 0.84829 -2.78809 -0.26272 -0.063
H 1.22117 -1.93917 0.06023 0.021
H 1.64687 -3.27835 -0.50987 0.064
O -1.86834 -3.00272 -0.87802 -0.063
H -0.90833 -2.87597 -0.93459 -0.008
H -2.07737 -3.24229 0.01965 0.041
S 0.15042 3.40110 0.48997 0.444
H 0.49338 4.58043 1.07181 -0.218
H 1.25436 3.44669 -0.31431 -0.201
```

## Properties
SMILES = O.O.O.O.S

---

#2
Density functional theory data (ωB97M-V with the def2-TZVPD basis set) for a 5-piece molecular cluster, H10O4S overall.

Structure (XYZ):
```
15
Properties=species:S:1:pos:R:3:lowdin_charge:R:1
O 0.19266 -0.69408 4.05259 -0.017
H -0.18697 -1.58805 3.93584 0.047
H -0.11636 -0.39569 3.27302 -0.059
O 0.08309 -1.02918 -0.90493 -0.092
H 0.15510 -0.44835 -1.66206 -0.090
H 0.34795 -0.44581 -0.20655 -0.008
O -1.32242 -2.62424 1.61551 -0.084
H -0.57255 -3.20711 1.30399 0.074
H -1.47103 -2.01369 0.87356 0.014
O -0.60910 1.36523 0.18960 -0.083
H -1.28154 0.78742 0.57327 0.050
H -1.19460 1.84132 -0.39822 0.037
S 0.90313 1.54176 -2.62219 0.505
H 1.17999 2.85174 -1.92566 -0.070
H 1.93603 1.80813 -3.43432 -0.223
```

## Properties
SMILES = O.O.O.O.S

---

Short version: #2 is the least stable of them.